The following is a quantum chemistry calculation of a molecular structure, C50H77N10O4P3Ti, from OMol25.

## Properties
F_max	0.51	eV Å⁻¹
energy relative to the best compared isomer or geometry (same formula, charge and spin)	0.000	eV
HOMO energy	-17.52	eV
total charge	+4
Kohn-Sham gap	6.70	eV
DFT total energy	-127148.3233	eV

Each line ends with the Löwdin charge.
Cartesian coordinates (Å):
Ti1 0.25684 0.14930 0.09151  1.18
N1 2.39656 -0.03738 0.57003  -0.01
C1 3.53671 0.76632 0.03801  -0.18
C2 3.53782 2.18296 0.55056  -0.15
C3 2.36562 2.92201 -0.04558  -0.17
N2 1.08144 2.26542 0.31680  0.01
H1 2.42991 -0.02164 1.58716  0.11
H2 2.59131 -0.99517 0.31628  0.03
H3 3.44458 0.78482 -1.04423  0.09
H4 4.46493 0.25165 0.28954  0.15
H5 4.46669 2.67038 0.25449  0.14
H6 3.51438 2.21052 1.64441  0.12
H7 2.44134 2.91855 -1.13457  0.11
H8 2.33239 3.96016 0.28846  0.14
H9 0.34233 2.79216 -0.12980  0.03
H10 0.92962 2.43120 1.31213  0.08
O1 0.14182 0.18260 2.04132  -0.43
P1 -0.81003 0.66609 3.16938  0.87
C4 -2.39018 1.17609 2.43070  -0.27
P2 -2.32707 2.06516 0.84960  0.88
O2 -1.20970 1.48196 -0.05184  -0.44
C5 -3.92140 1.89497 0.07316  -0.28
C6 -4.12462 2.62329 -1.10512  -0.06
C7 -5.35203 2.58267 -1.74252  -0.04
C8 -6.39151 1.83264 -1.20139  -0.02
C9 -6.20139 1.12087 -0.02406  -0.05
C10 -4.96919 1.14867 0.61451  -0.08
C11 -1.98927 3.78939 1.14254  -0.28
C12 -2.46582 4.44337 2.27955  -0.06
C13 -2.27647 5.80914 2.42528  -0.03
C14 -1.62461 6.53168 1.43541  -0.02
C15 -1.16661 5.89226 0.28857  -0.03
C16 -1.35167 4.52872 0.13794  -0.09
C17 -0.06971 2.05484 3.99268  -0.29
C18 1.29217 2.32005 3.84452  -0.08
C19 1.87872 3.35526 4.55684  -0.03
C20 1.11069 4.11472 5.42986  -0.01
C21 -0.23964 3.83173 5.60675  -0.03
C22 -0.83030 2.80090 4.89654  -0.07
C23 -1.16436 -0.64218 4.30686  -0.31
C24 -0.09521 -1.43100 4.74383  -0.07
C25 -0.30972 -2.41122 5.69697  -0.03
C26 -1.58212 -2.59645 6.22728  -0.01
C27 -2.64289 -1.80218 5.80883  -0.03
C28 -2.43964 -0.82306 4.84972  -0.08
H11 -2.94514 1.78363 3.14995  0.08
H12 -2.96243 0.26234 2.27337  0.04
H13 -3.33389 3.23970 -1.51674  0.11
H14 -5.51121 3.15603 -2.64627  0.13
H15 -7.35894 1.82308 -1.68716  0.13
H16 -7.02293 0.56737 0.41292  0.13
H17 -4.86086 0.61316 1.55018  0.10
H18 -3.00136 3.91013 3.05510  0.10
H19 -2.64925 6.31294 3.30762  0.13
H20 -1.48663 7.59915 1.54904  0.13
H21 -0.68132 6.46383 -0.49202  0.12
H22 -1.03015 4.04915 -0.78154  0.09
H23 1.90258 1.69036 3.20907  0.08
H24 2.93743 3.55647 4.45311  0.12
H25 1.57030 4.91533 5.99483  0.13
H26 -0.82498 4.40601 6.31303  0.13
H27 -1.87606 2.56976 5.07452  0.12
H28 0.90394 -1.27114 4.35385  0.11
H29 0.51450 -3.02280 6.03967  0.13
H30 -1.74504 -3.35745 6.97941  0.13
H31 -3.62674 -1.94125 6.23708  0.13
H32 -3.27839 -0.20653 4.54660  0.11
C29 -4.75275 -2.36477 -0.74202  0.02
N3 -3.49839 -1.60193 -0.77581  -0.08
C30 -3.36234 -0.74553 -1.95185  0.01
C31 -2.65168 -1.55742 0.23477  -0.44
C32 -3.04981 -2.23129 1.52150  0.03
O3 -1.55659 -0.92262 0.15563  -0.15
H33 -5.58286 -1.71092 -0.47105  0.10
H34 -4.69878 -3.19946 -0.05318  0.10
H35 -4.93428 -2.76154 -1.73840  0.11
H36 -4.19767 -0.04362 -1.96360  0.09
H37 -3.41600 -1.35676 -2.84956  0.09
H38 -2.42743 -0.19547 -1.92138  0.09
H39 -4.07237 -1.96952 1.79759  0.11
H40 -2.37550 -1.94370 2.32395  0.06
H41 -3.01570 -3.31820 1.42560  0.11
O4 0.65379 -0.00427 -1.70498  -0.34
P3 1.06052 0.02230 -3.24651  0.65
N4 2.27401 -1.01092 -3.53802  -0.16
C33 2.31815 -1.83616 -4.79355  -0.15
C34 3.79998 -1.90048 -5.12649  -0.14
C35 4.44506 -1.95467 -3.74681  -0.13
C36 3.63724 -0.93133 -2.95395  -0.18
N5 1.50182 1.55078 -3.55390  -0.17
C37 0.60168 2.69573 -3.27348  -0.18
C38 1.30620 3.87568 -3.93752  -0.14
C39 1.96336 3.23557 -5.15869  -0.14
C40 2.49574 1.91690 -4.61024  -0.16
N6 -0.23348 -0.40757 -4.11863  -0.16
C41 -0.84713 -1.76092 -4.07953  -0.18
C42 -1.84573 -1.73292 -5.23092  -0.14
C43 -1.14407 -0.86005 -6.26687  -0.14
C44 -0.54628 0.26010 -5.42443  -0.15
H42 1.71947 -1.38471 -5.58268  0.11
H43 1.92891 -2.83494 -4.58643  0.11
H44 4.11196 -1.00051 -5.66128  0.12
H45 4.03908 -2.75994 -5.74889  0.13
H46 5.50749 -1.72161 -3.74828  0.13
H47 4.32068 -2.94901 -3.31094  0.12
H48 4.05122 0.07235 -3.08355  0.11
H49 3.62329 -1.16399 -1.89068  0.08
H50 0.46873 2.82004 -2.19728  0.07
H51 -0.38521 2.53159 -3.71311  0.12
H52 2.07017 4.28594 -3.27182  0.12
H53 0.61636 4.67811 -4.19124  0.13
H54 2.75289 3.84580 -5.59137  0.13
H55 1.21917 3.05170 -5.93623  0.12
H56 3.47956 2.05100 -4.15672  0.12
H57 2.57365 1.13963 -5.37093  0.11
H58 -1.30562 -1.94195 -3.11101  0.08
H59 -0.09706 -2.53713 -4.24825  0.11
H60 -2.77902 -1.25733 -4.91801  0.11
H61 -2.07929 -2.73177 -5.59371  0.13
H62 -1.81208 -0.47859 -7.03577  0.13
H63 -0.35362 -1.42580 -6.76425  0.12
H64 -1.27421 1.05578 -5.25975  0.12
H65 0.34428 0.69589 -5.87654  0.11
C45 0.11011 -3.04461 -1.05026  -0.18
N7 0.82562 -2.42553 0.12292  -0.08
C46 2.24300 -2.96037 0.00252  -0.17
N8 2.32297 -4.39566 -0.01643  -0.06
C47 1.55479 -4.91305 -1.15054  -0.13
N9 0.15903 -4.48404 -1.05391  -0.06
C48 -0.40330 -4.98973 0.20402  -0.12
N10 0.35034 -4.49187 1.36062  -0.06
C49 0.29868 -3.05024 1.38320  -0.16
C50 1.74476 -4.92262 1.22616  -0.12
H66 0.59382 -2.66562 -1.95140  0.10
H67 -0.92532 -2.72184 -1.03942  0.10
H68 2.82347 -2.62619 0.86925  0.14
H69 2.66791 -2.56867 -0.92648  0.11
H70 1.60751 -6.00038 -1.15493  0.15
H71 1.98596 -4.54052 -2.08257  0.13
H72 -0.37758 -6.07800 0.19896  0.15
H73 -1.44539 -4.67146 0.28281  0.12
H74 0.89707 -2.67371 2.21588  0.12
H75 -0.72193 -2.72401 1.52150  0.08
H76 1.79313 -6.00996 1.21065  0.15
H77 2.32315 -4.56313 2.07898  0.14